Here is 2 unconnected molecules or ions with the total composition C6H8O2 from the OMol25 dataset. Energies are from ωB97M-V/def2-TZVPD.

* LUMO: 0.3 eV

Geometry as ORCA input:
```
! wB97M-V def2-TZVPD RIJCOSX def2/J DEFGRID3
* xyz 0 1
C 1.907 -0.005 0.123
O 0.452 -2.287 1.046
H -0.397 1.892 0.086
H -3.117 -0.497 0.047
H -0.578 0.974 -1.692
H -1.617 0.344 1.175
O -2.168 -0.343 -0.844
C -0.251 -1.252 0.338
C -1.108 -0.122 0.263
C 1.289 0.923 -0.493
H 1.507 1.871 -1.254
H -0.298 -1.388 -0.848
H 0.478 -0.496 1.826
C 0.955 -0.872 0.906
C -0.137 1.021 -0.532
H 3.083 0.235 -0.146
*
```

***

Here is 10 unconnected molecules or ions with the total composition C5H29NO11 from the OMol25 dataset. Energies are from ωB97M-V/def2-TZVPD.

* LUMO: 0.0 eV
* structure (SMILES): C[C@H](CO)N(C)C=O.O.O.O.O.O.O.O.O.O

Geometry as ORCA input:
```
! wB97M-V def2-TZVPD RIJCOSX def2/J DEFGRID3
* xyz 0 1
H 2.394 1.312 -0.860
O -2.815 -1.871 -3.527
N -0.492 1.873 -0.502
H 1.800 -3.734 -1.726
H 1.953 0.545 -2.270
O 1.842 -3.053 -1.058
H 1.250 2.023 -2.107
H 4.821 -0.861 1.189
C -0.463 -0.457 -1.420
H 0.059 -1.383 -1.816
O -0.623 -4.310 2.048
H -0.498 3.790 0.555
O -2.039 3.276 -1.270
H 2.025 0.105 2.255
O -3.140 3.048 1.160
H 0.697 0.225 0.334
H -1.685 1.422 -2.073
H 1.015 2.863 0.609
C 0.325 0.611 -0.651
H -3.350 1.521 0.520
C 1.513 1.157 -1.497
H -4.362 0.423 0.161
H -1.573 -3.924 1.963
H -1.699 -0.222 3.266
H 4.474 -1.213 -0.674
H -1.461 -0.213 1.833
H -0.100 -3.806 2.689
C -0.069 2.703 0.632
H -2.097 -0.521 -0.421
O 4.752 -0.360 -0.912
O 1.862 -0.821 2.467
H -3.617 -2.035 -3.013
H 4.115 0.287 -1.155
C -1.497 2.189 -1.376
O -3.500 0.705 -0.171
O 4.186 -1.368 1.765
H -3.064 3.156 2.068
H -0.318 2.229 1.616
H 2.442 -1.071 3.166
H -2.460 3.318 0.523
O -1.367 -1.124 -0.627
H 3.430 -1.424 1.172
H 1.844 -3.382 -0.171
H -0.730 0.056 -2.374
H -2.118 -2.127 -2.921
O -1.664 0.445 2.599
*
```

***

Here is a molecular structure, C27H31BF4N7O2Y from the OMol25 dataset. Energies are from ωB97M-V/def2-TZVPD.

* LUMO: -0.1 eV

Geometry as ORCA input:
```
! wB97M-V def2-TZVPD RIJCOSX def2/J DEFGRID3
* xyz 0 1
F -1.886 -3.340 -1.387
C -2.164 -0.216 2.659
C -0.160 -2.508 2.012
C 0.970 3.373 2.225
H 2.816 5.095 -1.531
C 1.171 -0.384 -4.335
N 2.390 -0.106 0.596
N -2.066 1.409 -0.262
H 1.559 -3.468 1.096
C 0.044 2.585 1.488
C 3.150 -0.926 1.366
H -3.252 0.299 -1.587
H -3.361 -1.716 -0.072
H -4.202 0.894 1.249
N -2.084 -0.985 1.413
H -2.929 -0.630 3.332
H 1.971 -4.037 -3.449
H 4.171 3.588 -0.042
C -0.947 3.313 0.751
C 0.955 4.744 2.196
C 2.501 4.121 -1.217
C -3.432 -1.087 0.814
C 1.080 -2.746 -1.395
H -4.103 -1.589 1.535
N 0.631 -2.213 -0.306
F -1.704 -2.574 -3.524
N 4.180 0.989 1.272
H -1.704 5.233 0.198
H 1.718 2.842 2.797
H 1.332 -3.816 -1.370
H -1.936 -2.993 0.902
N 3.270 3.332 -0.412
H 2.864 -1.941 1.558
H -2.408 0.823 2.456
H 0.922 0.641 -4.571
Y -0.163 -0.030 -0.235
H -5.092 -0.022 0.029
C -1.667 -2.358 1.747
C 1.594 -1.252 -5.301
C 1.019 -0.780 -2.979
H -2.236 -2.703 2.626
C -0.946 4.714 0.766
N 1.416 2.215 -0.831
C 4.265 -0.268 1.796
H 5.083 -0.566 2.417
C -0.005 5.435 1.457
O 0.666 0.096 -2.108
H -0.009 6.514 1.434
C 0.545 -3.142 0.814
F -3.577 -2.157 -2.335
C 1.292 -2.152 -2.668
C -1.991 2.656 0.031
H -1.202 -0.235 3.167
H -3.981 1.826 -1.028
O 0.098 1.300 1.524
H 1.681 -0.914 -6.324
B -2.224 -2.357 -2.296
C 1.748 -3.006 -3.692
C -4.092 0.224 0.394
H 0.513 3.674 -2.066
H 0.004 -3.136 2.893
C 1.905 -2.577 -4.981
H -2.833 3.313 -0.242
C 2.574 2.177 -0.206
F -1.633 -1.127 -1.735
H -0.004 -4.043 0.509
H 0.299 -1.529 2.198
C 1.360 3.408 -1.464
H 2.245 -3.261 -5.742
H 1.696 5.303 2.752
H 4.842 1.728 1.441
C -3.360 0.964 -0.733
C 3.029 1.047 0.547
*
```

***

Record order is preserved below.
Energy relative to the best compared isomer or geometry (same formula, charge and spin): 215.36 117.01 6.83 kcal per mole
Record order is preserved below.
Maximum force: 7.92 3.55 1.32 eV/A
Record order is preserved below.
Frontier orbital gap: 9.9 9.5 7.3 eV